Entry 1:
The following is a quantum chemistry calculation of a structure of composition C58H30BrF15GeN6O3S5Ta at a distorted geometry, from the OMol25 dataset.

CARTESIAN COORDINATES (ANGSTROEM)
Ta1 -0.473 -0.165 0.187
Br1 0.306 6.498 3.558
C1 0.324 4.692 3.005
C2 -0.111 3.701 3.884
C3 -0.143 2.379 3.488
C4 0.232 2.034 2.193
O1 0.137 0.767 1.798
C5 0.718 3.029 1.327
C6 1.319 2.624 0.085
N1 1.122 1.477 -0.463
C7 2.129 0.997 -1.335
C8 2.781 1.638 -2.344
C9 3.930 1.035 -2.915
C10 4.437 -0.130 -2.415
C11 3.783 -0.795 -1.347
C12 4.283 -1.931 -0.676
C13 3.554 -2.472 0.346
C14 2.287 -1.947 0.649
N2 1.809 -0.859 0.081
C15 2.576 -0.260 -0.875
C16 0.773 4.361 1.748
H1 -0.438 3.976 4.877
H2 -0.487 1.603 4.159
H3 2.095 3.274 -0.321
H4 2.453 2.613 -2.685
H5 4.439 1.539 -3.725
H6 5.350 -0.553 -2.816
H7 5.225 -2.369 -0.986
H8 3.899 -3.345 0.881
H9 1.651 -2.430 1.377
H10 1.152 5.126 1.082
O2 -0.677 -1.507 1.491
C17 -1.155 -2.715 1.810
C18 -0.497 -3.510 2.740
C19 -1.026 -4.749 3.049
C20 -2.200 -5.190 2.446
C21 -2.857 -4.384 1.538
C22 -2.342 -3.127 1.214
C23 -2.994 -2.215 0.295
N3 -2.520 -1.067 -0.211
C24 -3.536 -0.550 -0.996
C25 -4.599 -1.381 -0.984
N4 -4.243 -2.419 -0.161
H11 0.407 -3.145 3.208
H12 -0.521 -5.382 3.766
H13 -2.602 -6.163 2.690
H14 -3.760 -4.753 1.069
H15 -3.431 0.379 -1.515
H16 -5.562 -1.320 -1.459
H17 -4.821 -3.206 0.079
F1 -4.886 5.400 -0.159
C26 -4.364 5.285 1.067
C27 -3.922 4.059 1.535
C28 -3.454 4.039 2.840
F2 -3.040 2.876 3.371
C29 -3.398 5.160 3.642
F3 -2.947 5.081 4.893
C30 -3.823 6.374 3.129
F4 -3.772 7.466 3.874
C31 -4.315 6.435 1.836
F5 -4.742 7.593 1.344
Ge1 -3.904 2.347 0.571
S1 -1.826 1.983 -0.008
C32 -4.909 2.494 -1.121
C33 -6.056 1.800 -1.464
F6 -6.580 0.884 -0.637
C34 -6.710 1.982 -2.671
F7 -7.803 1.281 -2.960
C35 -6.209 2.890 -3.587
F8 -6.817 3.067 -4.751
C36 -5.048 3.588 -3.294
F9 -4.537 4.433 -4.185
C37 -4.418 3.368 -2.083
F10 -3.285 4.042 -1.855
C38 -4.799 1.144 1.831
C39 -6.129 1.398 2.120
F11 -6.749 2.416 1.505
C40 -6.857 0.651 3.026
F12 -8.136 0.920 3.262
C41 -6.231 -0.393 3.690
F13 -6.908 -1.129 4.559
C42 -4.889 -0.649 3.460
F14 -4.272 -1.626 4.123
C43 -4.194 0.132 2.555
F15 -2.876 -0.088 2.450
S2 4.419 -4.435 -4.028
C44 3.015 -3.719 -3.538
S3 2.154 -4.166 -2.097
C45 1.040 -2.847 -2.314
N5 1.244 -2.182 -3.406
N6 2.340 -2.672 -4.085
C46 2.678 -2.020 -5.312
C47 2.966 -2.757 -6.450
C48 3.261 -2.086 -7.628
C49 3.264 -0.700 -7.670
C50 2.972 0.026 -6.523
C51 2.682 -0.634 -5.340
S4 -0.282 -2.613 -1.221
H18 2.963 -3.836 -6.413
H19 3.489 -2.656 -8.519
H20 3.495 -0.186 -8.593
H21 2.980 1.109 -6.548
H22 2.468 -0.091 -4.431
C52 -0.193 1.261 -4.281
S5 -1.392 0.970 -2.994
O3 -0.588 0.151 -1.973
C53 -2.432 -0.169 -3.872
C54 -3.646 0.343 -4.313
C55 -4.524 -0.495 -4.982
C56 -4.183 -1.827 -5.183
C57 -2.965 -2.321 -4.733
C58 -2.070 -1.492 -4.072
H23 0.208 0.301 -4.601
H24 0.585 1.900 -3.870
H25 -0.708 1.766 -5.098
H26 -3.901 1.381 -4.132
H27 -5.471 -0.112 -5.341
H28 -4.874 -2.484 -5.695
H29 -2.702 -3.357 -4.900
H30 -1.121 -1.867 -3.710

Spin multiplicity: 1
Calculated total energy: -298762.565 eV
Lowest unoccupied orbital energy: -3.33 eV
Net charge: +1

These are the Mulliken partial charges, in e, on atoms 1 to 8: number 1, Ta, carries 0.918; number 2, Br, carries -0.137; number 3, C, carries -0.554; number 4, C, carries -0.567; number 5, C, carries -0.831; number 6, C, carries 0.406; number 7, O, carries -0.270; number 8, C, carries 0.190

---

Entry 2:
The following is a quantum chemistry calculation of a structure of composition C58H40AsAuN8P at a distorted geometry, from the OMol25 dataset.

CARTESIAN COORDINATES (ANGSTROEM)
Au1 -2.196 0.047 0.275
C1 -0.931 -0.605 -6.071
C2 -1.030 0.782 -6.075
C3 -1.422 1.477 -4.940
C4 -1.684 0.741 -3.797
C5 -2.094 1.126 -2.465
N1 -2.486 2.313 -2.134
C6 -2.858 2.632 -0.906
C7 -3.615 3.794 -0.578
C8 -4.310 4.683 -1.387
C9 -5.090 5.639 -0.767
C10 -5.140 5.732 0.626
C11 -4.439 4.861 1.441
C12 -3.687 3.856 0.834
C13 -2.984 2.705 1.319
N2 -2.816 2.390 2.593
C14 -2.480 1.207 2.999
N3 -2.296 0.082 2.216
C15 -2.194 -1.015 3.031
N4 -2.078 -2.260 2.685
C16 -2.064 -2.669 1.426
N5 -2.024 -1.892 0.302
C17 -2.072 -2.710 -0.805
N6 -1.918 -2.337 -2.061
C18 -1.878 -1.099 -2.444
N7 -2.156 0.008 -1.673
C19 -1.577 -0.661 -3.790
C20 -1.208 -1.349 -4.932
C21 -2.154 -4.073 -0.369
C22 -2.189 -5.286 -1.049
C23 -2.164 -6.446 -0.298
C24 -2.122 -6.416 1.098
C25 -2.095 -5.221 1.790
C26 -2.122 -4.046 1.046
C27 -2.310 -0.585 4.405
C28 -2.376 -1.306 5.583
C29 -2.512 -0.591 6.765
C30 -2.580 0.798 6.758
C31 -2.573 1.519 5.572
C32 -2.438 0.813 4.390
N8 -2.544 1.964 0.244
H1 -0.609 -1.110 -6.967
H2 -0.781 1.326 -6.973
H3 -1.508 2.551 -4.922
H4 -4.246 4.583 -2.458
H5 -5.677 6.322 -1.363
H6 -5.746 6.505 1.076
H7 -4.500 4.933 2.516
H8 -1.128 -2.423 -4.926
H9 -2.221 -5.315 -2.125
H10 -2.163 -7.400 -0.799
H11 -2.098 -7.346 1.647
H12 -2.044 -5.179 2.867
H13 -2.327 -2.382 5.567
H14 -2.571 -1.123 7.701
H15 -2.646 1.321 7.700
H16 -2.674 2.591 5.561
C33 3.277 0.366 0.399
C34 4.062 -0.679 1.189
As1 4.898 -2.144 0.106
C35 5.713 -1.062 -1.310
C36 7.047 -0.708 -1.134
C37 7.691 0.102 -2.052
C38 7.001 0.563 -3.163
C39 5.677 0.205 -3.355
C40 5.036 -0.609 -2.436
C41 3.337 -2.865 -0.798
C42 3.390 -3.355 -2.101
C43 2.252 -3.860 -2.706
C44 1.066 -3.941 -1.993
C45 1.032 -3.536 -0.669
C46 2.157 -3.002 -0.078
P1 1.413 0.194 0.521
C47 1.229 0.936 2.190
C48 1.640 2.220 2.536
C49 1.532 2.655 3.844
C50 1.060 1.799 4.825
C51 0.688 0.506 4.498
C52 0.759 0.084 3.183
C53 1.036 1.555 -0.647
C54 1.439 1.364 -1.968
C55 1.277 2.366 -2.903
C56 0.665 3.555 -2.541
C57 0.192 3.723 -1.251
C58 0.375 2.728 -0.305
H17 3.532 0.346 -0.665
H18 3.520 1.371 0.765
H19 3.437 -1.141 1.960
H20 4.897 -0.197 1.710
H21 7.582 -1.080 -0.267
H22 8.727 0.370 -1.908
H23 7.497 1.191 -3.887
H24 5.136 0.555 -4.224
H25 4.004 -0.900 -2.603
H26 4.330 -3.330 -2.641
H27 2.292 -4.206 -3.729
H28 0.175 -4.338 -2.453
H29 0.139 -3.650 -0.081
H30 2.125 -2.696 0.961
H31 2.061 2.881 1.792
H32 1.850 3.656 4.106
H33 0.994 2.137 5.847
H34 0.359 -0.174 5.268
H35 0.458 -0.920 2.915
H36 1.892 0.423 -2.254
H37 1.636 2.221 -3.912
H38 0.553 4.347 -3.265
H39 -0.310 4.638 -0.974
H40 0.017 2.878 0.704

Spin multiplicity: 1
Calculated total energy: -146532.095 eV
Lowest unoccupied orbital energy (alpha / beta): -4.51 / -4.50 eV
Net charge: +1

These are the Mulliken partial charges, in e, on atoms 1 to 8: number 1, Au, carries 2.216; number 2, C, carries -0.743; number 3, C, carries -0.820; number 4, C, carries 0.014; number 5, C, carries 0.429; number 6, C, carries -0.262; number 7, N, carries -0.272; number 8, C, carries -0.551